61
Properties=species:S:1:pos:R:3:forces:R:3:mulliken_charge:R:1 method="wB97M-V/def2-TZVPD" e_homo_ha="-0.5245 / -0.5244" total_charge=+2 e_above_lowest_kcal_mol=0.0 fmax_ha_per_bohr=0.00355
W 0.4351 1.0906 -0.2819 0.012 0.019 -0.038 0.652
Cl 0.7117 1.6115 2.2149 -0.005 -0.009 -0.012 -0.084
C 2.4606 1.1439 2.3074 -0.009 -0.015 -0.003 -0.382
C 3.1131 1.1264 0.9262 0.023 -0.020 0.008 0.512
O 4.2432 0.8063 0.7891 -0.006 0.019 -0.004 -0.475
O 2.2839 1.5025 -0.0746 -0.004 -0.008 -0.024 -0.580
H 2.5104 0.1539 2.7504 0.002 0.000 -0.001 0.333
H 2.9441 1.8700 2.9552 0.003 0.005 -0.007 0.438
C -2.3366 3.0441 1.0167 0.000 -0.018 0.006 -1.109
N -1.2044 3.9694 1.0404 -0.005 -0.022 -0.026 0.232
C -1.0824 4.7627 2.2616 0.002 0.011 0.014 -1.218
C -0.3524 4.0764 0.0174 0.002 0.023 0.016 0.653
N -0.1095 2.9894 -0.7796 -0.037 0.006 -0.034 -0.048
N 0.2765 5.2245 -0.2332 0.021 -0.005 -0.020 0.047
C 1.5005 5.2587 -1.0357 -0.006 -0.001 0.010 -1.124
C -0.3076 6.5369 0.0569 -0.006 -0.008 0.001 -1.187
H -3.2305 3.5879 1.3216 0.000 0.003 -0.003 0.448
H -2.1892 2.2144 1.7112 0.003 0.008 0.005 0.345
H -2.4830 2.6529 0.0159 -0.005 0.006 -0.002 0.337
H -1.2191 4.0947 3.1124 0.000 -0.005 -0.005 0.402
H -1.8407 5.5435 2.3187 0.003 0.001 -0.003 0.372
H -0.0935 5.2069 2.3255 0.000 0.002 0.002 0.393
H 0.0456 3.2964 -1.7349 0.003 0.020 0.004 0.265
H 2.0373 4.3174 -0.9505 0.002 0.000 -0.001 0.344
H 2.1358 6.0563 -0.6554 -0.001 0.001 0.000 0.405
H 1.2803 5.4678 -2.0847 -0.001 0.000 -0.001 0.380
H -1.3652 6.4378 0.2798 0.002 0.003 0.004 0.398
H -0.2031 7.1536 -0.8347 0.000 0.000 0.000 0.415
H 0.2020 7.0312 0.8832 -0.002 0.002 0.002 0.363
Br 0.2466 0.3873 -2.7826 0.015 0.014 0.038 -0.062
C -0.7870 -1.2528 -2.6715 -0.012 0.000 0.030 0.927
C -0.7244 -1.9929 -3.8352 0.013 0.007 -0.016 -1.054
C -1.4773 -3.1554 -3.9371 -0.013 -0.010 0.009 -0.485
C -2.2724 -3.5627 -2.8782 0.008 0.013 0.000 -0.806
C -2.3024 -2.8153 -1.7138 0.007 -0.003 -0.027 -0.502
C -1.5636 -1.6368 -1.5773 -0.021 -0.017 0.016 0.994
C -1.6866 -0.9795 -0.2399 0.009 0.059 0.021 -0.050
O -2.1095 -1.5144 0.7343 0.005 -0.023 0.001 -0.527
O -1.2720 0.3273 -0.1995 -0.007 -0.026 -0.042 -0.275
H -0.1064 -1.6698 -4.6617 0.000 -0.001 0.001 0.436
H -1.4395 -3.7315 -4.8516 0.003 0.003 -0.001 0.452
H -2.8694 -4.4606 -2.9570 0.001 -0.001 -0.001 0.452
H -2.9118 -3.1233 -0.8749 0.002 0.001 0.005 0.445
N 1.0825 -0.9023 0.2093 -0.008 -0.016 0.182 -0.230
C 1.2006 -2.0259 0.4967 0.032 -0.037 -0.110 0.469
N 1.3486 -3.2625 0.8053 -0.026 0.020 0.018 -0.008
C 0.7438 -3.8171 2.0433 0.006 -0.007 -0.006 -0.775
C -0.3617 -4.7924 1.6710 0.007 0.003 0.005 -0.285
C 0.1513 -5.8581 0.7041 -0.010 0.001 -0.004 -0.809
C 0.7562 -5.2236 -0.5471 0.002 -0.004 -0.003 0.032
C 1.8606 -4.2460 -0.1808 0.000 0.008 -0.005 -0.864
H 0.3739 -2.9864 2.6421 0.002 -0.002 0.001 0.455
H 1.5452 -4.3152 2.5924 0.002 0.002 0.000 0.322
H -1.1871 -4.2322 1.2214 -0.006 -0.004 -0.008 0.073
H -0.7429 -5.2497 2.5846 0.002 -0.001 0.000 0.378
H -0.6598 -6.5309 0.4267 0.000 0.003 0.000 0.361
H 0.9076 -6.4718 1.2028 0.003 0.003 0.002 0.341
H -0.0177 -4.6925 -1.1111 -0.001 0.000 0.002 -0.112
H 1.1717 -5.9862 -1.2070 0.001 -0.001 0.003 0.389
H 2.2404 -3.6973 -1.0410 -0.003 -0.003 -0.001 0.473
H 2.6998 -4.7576 0.2942 -0.001 -0.002 0.001 0.319